Entry 1:
Formula: C20H34Br2NO6S3
Source: the Open Molecules 2025 dataset
Level of theory: ωB97M-V with the def2-TZVPD basis set

```
66
Properties=species:S:1:pos:R:3:forces:R:3:lowdin_charge:R:1
C -2.7934 0.8230 -6.4171 0.4322 0.0197 -0.4679 -0.17
C -2.0462 2.2688 -6.1929 -0.1857 -0.9173 -0.5264 -0.68
Br -2.2138 3.2556 -7.9641 -2.1277 -0.3127 1.3399 0.55
C -0.4427 1.9525 -6.0018 0.2852 -0.7814 0.8986 -0.64
Br 0.5615 2.8288 -7.5282 1.5161 -1.0965 2.0279 0.58
C 0.1552 2.3221 -4.5187 1.7324 1.1043 3.5119 -0.08
C -0.7390 2.0431 -3.1333 4.6590 1.7144 -0.0928 0.09
C -0.0165 2.4071 -1.6896 2.1271 0.8015 -3.8105 0.04
C 1.5119 3.0265 -1.6575 -2.3847 -1.0892 -2.6935 0.05
N 2.2970 3.2752 -2.9553 -4.8430 -2.0647 0.3024 0.01
C 1.6943 2.9506 -4.3364 -1.9295 -0.7689 2.2832 0.06
H -2.8385 0.2617 -5.3801 -0.0510 0.9980 -2.1500 0.09
H -3.8553 0.9057 -6.9447 2.3098 0.0273 1.5175 0.10
H -2.1075 0.2163 -7.1829 -1.5245 1.2284 1.7847 0.10
H -2.5166 2.9461 -5.3626 1.0522 -1.3395 -1.6622 0.11
H -0.2604 0.7823 -6.1508 -0.3941 2.6800 0.3366 0.12
H -1.8189 1.5726 -3.2107 2.4717 1.1254 0.4154 0.11
H -0.5920 2.1945 -0.6893 1.5799 0.7265 -2.1868 0.06
H 2.0321 3.2911 -0.6183 -1.1401 -0.6170 -2.7338 0.14
H 3.2752 3.6471 -2.8395 -1.4854 -0.5579 -0.5168 0.15
H 2.4158 3.1534 -5.2563 -1.8491 -0.4708 2.1914 0.11
C -3.0907 -1.9036 0.8517 -0.1418 -0.0855 -0.2288 -0.20
C -1.7791 -2.4477 0.2876 -0.3113 -0.1116 0.2476 -0.24
C -1.1468 -1.3397 -0.5531 0.3092 -0.4205 -0.3827 -0.20
S -1.7164 0.2034 0.1442 -0.5899 -1.4945 0.7000 0.67
O -2.5548 0.8680 -0.8312 0.3689 0.5333 -0.0919 -0.34
O -0.6072 0.8703 0.7964 0.0102 0.6519 -0.2227 -0.36
C -2.7649 -0.5189 1.3911 -0.3977 -0.0524 0.3998 -0.22
H -3.4977 -2.5534 1.6319 0.0813 0.1416 -0.1125 0.13
H -3.8352 -1.8289 0.0500 0.0033 0.0319 0.1546 0.12
H -1.1084 -2.7119 1.1141 -0.5647 0.3599 -0.3508 0.06
H -1.9388 -3.3523 -0.3074 0.0839 0.3545 0.1970 0.11
H -0.0553 -1.3762 -0.5113 -0.1509 0.1748 -0.0768 0.11
H -1.4817 -1.3857 -1.5930 0.0281 0.1637 0.1302 0.11
H -3.6492 0.1026 1.5416 0.2033 0.1249 -0.0615 0.12
H -2.1870 -0.5832 2.3179 0.0046 0.0689 -0.1544 0.12
C 3.0049 -4.7455 2.1298 0.1806 -0.0112 0.2770 -0.22
C 2.5369 -6.1708 1.8398 0.3122 -0.2101 -0.1077 -0.21
C 1.0097 -6.1692 1.8803 0.0187 -0.6627 0.1797 -0.22
S 0.4994 -4.5194 1.4227 0.4946 -0.5623 -0.1603 0.68
O -0.1417 -3.9021 2.5646 -0.1131 -0.0325 -0.3437 -0.32
O -0.1195 -4.5578 0.1127 0.2435 -0.1504 0.4220 -0.34
C 2.1402 -3.8429 1.2624 0.4568 0.3046 -0.0538 -0.23
H 4.0686 -4.6148 1.9104 -0.1778 0.0142 0.0499 0.12
H 2.8460 -4.5126 3.1895 0.0430 0.0329 -0.1560 0.13
H 2.8791 -6.4711 0.8420 -0.0517 0.0406 0.1478 0.12
H 2.9501 -6.8863 2.5576 -0.1007 0.1099 -0.1454 0.12
H 0.5878 -6.8889 1.1743 -0.1212 0.2421 0.1367 0.11
H 0.6358 -6.3724 2.8876 -0.0458 0.1501 -0.1693 0.11
H 2.1480 -2.8006 1.5857 -0.1693 -0.0798 -0.0528 0.11
H 2.4299 -3.9134 0.2097 -0.1278 -0.0054 0.1055 0.11
C 1.0718 4.3107 3.6372 0.0262 0.1482 -0.1961 -0.23
C -0.1942 3.4659 3.5024 -0.2955 0.1791 -0.1141 -0.22
C 0.1383 2.0592 3.9970 -0.4968 -0.2115 -0.4701 -0.23
S 1.4484 2.2480 5.1968 -0.0308 -0.1372 0.6968 0.67
O 2.6437 1.6181 4.6766 -0.3289 0.0507 0.2550 -0.33
O 0.9304 1.9561 6.5185 0.4786 -0.1098 -0.6017 -0.32
C 1.6202 4.0134 5.0249 0.1429 0.5603 -0.0779 -0.23
H 0.8644 5.3768 3.5070 0.0596 -0.1452 0.0194 0.12
H 1.7993 4.0109 2.8735 -0.0188 0.0477 0.1121 0.11
H -0.9884 3.8973 4.1239 0.1313 -0.0460 -0.0904 0.12
H -0.5594 3.4457 2.4709 0.0091 -0.0515 0.1576 0.10
H -0.7243 1.5856 4.4726 0.2885 -0.0464 0.0245 0.11
H 0.5101 1.4272 3.1858 0.0080 0.0557 0.1855 0.09
H 2.6663 4.3005 5.1440 -0.1038 -0.1874 0.1143 0.11
H 1.0090 4.4860 5.7995 0.1010 -0.1372 -0.0606 0.11
```
Positions in Å, forces in eV/Å.

Results
DFT total energy   -207640.741 eV
Net charge   +1
Maximum force   5.27 eV Å⁻¹



Entry 2:
Formula: C20H34Cl25N2O3PS
Source: the Open Molecules 2025 dataset
Level of theory: ωB97M-V with the def2-TZVPD basis set

```
86
Properties=species:S:1:pos:R:3:forces:R:3:lowdin_charge:R:1
C 4.7158 -1.6262 0.2766 -0.2266 -1.2807 0.3556 -0.15
N 4.9938 -0.6307 -0.7871 0.0602 0.4334 0.3112 -0.13
C 4.8322 0.7875 -0.2844 -0.6097 -1.3017 0.2247 -0.19
C 3.2741 0.9153 0.0504 -0.5840 0.9244 2.3025 -0.12
C 2.7660 1.2719 1.3423 -0.5380 -0.5996 -2.4967 -0.39
S 3.8298 1.7101 2.8005 -1.3969 -0.0394 -0.8523 0.73
C 1.1571 1.2713 1.4481 -0.5581 0.8831 0.8277 -0.32
O 0.5141 2.1230 2.0817 2.0147 -2.7902 -1.8337 0.06
C 0.4405 0.0683 0.6583 1.6115 -1.5130 -3.4841 -0.26
P -1.0195 -0.8657 1.4356 -0.9348 0.0320 1.7186 0.90
N -0.2738 -2.3934 1.9588 -0.4908 1.1196 -1.6267 -0.18
O -2.1973 -1.2913 0.2647 2.1833 -0.9615 0.7390 -0.40
C 0.9537 -0.2924 -0.6209 0.0817 1.6998 2.7074 -0.47
Cl 0.3098 -1.6426 -1.6412 1.0907 1.9370 1.0394 0.64
C 2.2161 0.5822 -1.1114 0.2785 0.3044 -1.4061 -0.26
O 2.3398 0.9929 -2.2795 -0.1949 -1.3811 3.5754 0.05
H 5.2231 -1.3990 1.2667 -0.5269 -0.1430 -1.0726 0.02
H 5.0604 -2.6738 -0.0560 -0.4116 1.6834 0.3638 0.10
H 3.5941 -1.7502 0.5065 1.5580 0.4649 -0.5179 0.09
H 5.9488 -0.7618 -1.1604 -0.8053 0.1270 0.4252 0.11
H 5.4825 0.8544 0.6568 -1.2240 0.5579 -1.0715 0.05
H 5.1886 1.5268 -1.0654 -0.6218 -0.9673 0.9527 0.07
H 2.9733 2.3451 3.7069 0.1761 -0.7306 -1.3182 -0.09
H -0.0169 -2.9738 1.1485 0.1180 0.1417 0.6618 -0.05
H -0.8951 -2.9056 2.5960 0.1975 0.4204 -0.3852 -0.04
H -1.9851 -2.2236 0.0066 -0.3941 0.9110 -0.1559 -0.01
C -0.2797 -5.2361 4.2866 0.2418 0.0258 -0.1514 -1.01
Cl -0.2298 -6.6705 5.3178 0.1319 -0.0172 -0.0736 0.54
Cl -1.6891 -4.2331 4.6548 -0.0287 0.0631 -0.0631 0.55
H 0.6234 -4.6509 4.4503 -0.1720 -0.0621 0.0910 0.03
H -0.3318 -5.5507 3.2455 -0.1013 -0.0301 0.1749 0.03
C -3.1671 -0.4260 -2.4034 0.2031 0.1483 0.1537 -1.04
Cl -3.6336 1.1311 -3.1012 0.0800 0.0661 -0.0698 0.53
Cl -4.4115 -1.6512 -2.6794 0.0381 -0.1597 0.0391 0.51
H -2.2381 -0.7553 -2.8657 -0.1911 0.0928 -0.0709 0.00
H -3.0227 -0.3049 -1.3318 -0.1784 -0.0070 -0.3284 -0.01
C 1.4157 1.9389 -5.3224 0.2618 -0.0227 0.1983 -1.04
Cl 0.9594 3.4979 -6.0211 0.0877 0.0563 0.0067 0.50
Cl 0.1652 0.7209 -5.6015 0.0097 -0.1004 0.0667 0.50
H 2.3439 1.6024 -5.7824 -0.2048 0.0844 -0.0598 -0.01
H 1.5585 2.0597 -4.2503 -0.1456 -0.0256 -0.1803 0.00
C 5.1506 0.3831 -4.4981 -0.1370 -0.0023 0.2362 -1.04
Cl 5.9710 -1.1531 -4.8035 -0.0085 -0.0240 0.0898 0.51
Cl 5.2149 1.4371 -5.9184 -0.0411 0.0486 0.0192 0.51
H 4.1095 0.1849 -4.2511 0.1279 -0.0160 -0.0752 0.01
H 5.6379 0.8845 -3.6640 -0.0049 -0.0383 -0.1912 -0.01
C -1.1813 -4.9781 -2.3262 -0.1740 -0.0828 -0.4053 -0.99
Cl -0.7722 -4.5598 -0.6558 -0.2473 -0.3070 0.1901 0.52
Cl 0.2544 -4.9747 -3.3549 -0.1015 0.0114 0.0137 0.52
H -1.6264 -5.9711 -2.3422 0.1599 0.1178 0.1073 0.03
H -1.8927 -4.2481 -2.7088 0.1480 -0.0035 0.1136 0.02
C 7.8099 0.9871 3.3103 0.2560 0.1559 0.1805 -0.99
Cl 7.1170 -0.5963 2.9556 0.0815 -0.0637 0.0712 0.54
Cl 7.0650 2.2594 2.3309 0.3929 0.0681 0.1224 0.49
H 7.6488 1.2133 4.3628 -0.0980 -0.0317 -0.1807 0.03
H 8.8771 0.9589 3.0985 -0.1896 -0.0188 -0.0774 0.03
C -3.7302 -7.1138 6.1508 0.1633 -0.0326 -0.0615 -1.06
Cl -5.0568 -6.4588 5.1828 0.0735 0.0022 -0.0887 0.50
Cl -4.2152 -7.3303 7.8369 0.0915 -0.0429 0.0251 0.50
H -3.4361 -8.0783 5.7408 -0.1507 0.1055 0.0823 0.03
H -2.8899 -6.4246 6.1106 -0.2342 -0.0293 0.0619 -0.06
C -6.5867 3.0909 -1.9080 0.1639 -0.0573 -0.2117 -1.04
Cl -7.9328 3.6402 -2.9131 0.0658 0.0036 -0.0532 0.51
Cl -7.0910 2.8733 -0.2271 0.1523 -0.0163 0.0743 0.52
H -6.2223 2.1407 -2.2933 -0.1572 0.0994 0.1081 -0.02
H -5.7916 3.8332 -1.9451 -0.1931 -0.0387 0.0844 0.03
C 5.2445 4.6056 -1.9110 -0.1384 0.1458 0.0731 -1.02
Cl 6.0404 3.9388 -0.4806 0.0662 0.1813 0.1978 0.53
Cl 5.8021 3.7947 -3.3777 -0.0697 0.0354 -0.0146 0.52
H 4.1696 4.4603 -1.8130 0.1536 -0.1044 -0.0223 0.04
H 5.4682 5.6709 -1.9858 0.0396 -0.7275 0.1298 -0.09
C -10.0402 1.7620 1.8604 0.2494 -0.1373 -0.2581 -1.02
Cl -10.3128 2.5225 3.4345 0.0833 0.1550 0.0461 0.53
Cl -11.4725 1.8896 0.8336 0.0758 -0.0523 -0.0296 0.51
H -9.2056 2.2585 1.3674 -0.2638 0.0433 0.1050 -0.03
H -9.8060 0.7093 2.0120 -0.1583 0.2173 0.0139 -0.04
C 4.3322 7.7586 -4.5067 -0.2235 0.0888 -0.2647 -0.99
Cl 4.6041 6.4085 -5.6123 -0.0950 0.1211 -0.0181 0.51
Cl 5.3240 7.6066 -3.0482 -0.0063 0.6861 -0.1761 0.57
H 4.5901 8.6870 -5.0128 0.0956 -0.1678 0.1096 0.03
H 3.2825 7.7741 -4.2193 0.1839 -0.1028 0.0346 0.03
C -10.4907 -0.7592 4.6831 -0.1601 0.2137 0.1683 -1.03
Cl -9.6643 -1.4028 6.1070 -0.0531 0.0427 0.0329 0.51
Cl -9.9425 -1.5650 3.2067 -0.0466 -0.0664 -0.0677 0.53
H -11.5619 -0.9168 4.7947 0.1821 -0.1109 -0.0367 0.03
H -10.2804 0.3064 4.6032 0.0611 -0.3122 0.0246 -0.05
```
Positions in Å, forces in eV/Å.

Results
DFT total energy   -363595.833 eV
Net charge   0
Maximum force   4.13 eV Å⁻¹



Entry 3:
Formula: C20H34Cl2N3O4Rh
Source: the Open Molecules 2025 dataset
Level of theory: ωB97M-V with the def2-TZVPD basis set

```
64
Properties=species:S:1:pos:R:3:forces:R:3:lowdin_charge:R:1
O -0.7503 -0.0782 -1.8121 -0.3310 -0.4888 1.0007 -0.32
C -0.7507 0.8926 -2.7853 -0.1706 0.3942 -0.9169 -0.40
C 0.1373 0.4729 -3.9736 -0.3287 0.2808 0.1809 -0.18
C 1.1289 -0.4938 -3.8422 0.0861 -0.0833 0.1734 -0.08
H 1.3065 -0.9463 -2.8596 -0.2196 0.2058 -0.5893 0.00
C 1.9341 -0.8321 -4.9322 -0.1556 0.2198 -0.1061 -0.09
H 2.7042 -1.5966 -4.8058 -0.1514 0.2615 -0.1209 0.10
C 1.7601 -0.1795 -6.1542 -0.0909 -0.0423 -0.0230 -0.11
H 2.3966 -0.4261 -7.0064 -0.1748 0.0696 0.2425 0.09
C 0.7571 0.7902 -6.2907 0.0313 -0.1176 0.1562 -0.09
H 0.6106 1.3089 -7.2374 0.0800 -0.1647 0.1555 0.10
C -0.0585 1.1000 -5.2061 0.1694 -0.0478 0.0299 -0.05
H -0.8389 1.8634 -5.2796 0.2555 -0.2206 -0.1000 0.12
H -1.7763 0.9786 -3.1974 -0.0448 -0.1890 -0.1244 0.14
C -1.5083 2.9325 -1.4251 -0.1334 0.0764 0.1667 -0.08
C -0.4513 2.2927 -2.2637 1.3337 -0.1529 -0.3850 -0.29
H -1.3883 4.0193 -1.4046 -0.2147 -0.1537 -0.0618 0.07
H -1.4447 2.5866 -0.3890 -0.0337 0.0396 -0.1126 0.02
H -2.5031 2.6729 -1.8050 0.0087 0.1356 -0.0087 0.08
C 0.7641 2.8247 -2.4611 -0.4931 -0.3688 0.2119 -0.15
C 1.2776 4.0740 -1.8333 0.0985 0.5056 -0.1594 -0.14
H 1.4943 2.2735 -3.0641 -0.3022 0.1511 0.1740 0.12
H 1.5510 4.7891 -2.6208 0.0679 0.0204 0.1527 0.07
H 2.1843 3.8531 -1.2551 -0.2085 0.0534 -0.0999 0.06
H 0.5594 4.5633 -1.1618 0.2527 -0.2230 -0.1806 0.06
Rh 0.0193 -0.1031 0.1505 0.7793 0.5646 -3.0978 0.93
Cl 2.0097 -0.9152 -0.6538 1.2827 -0.5859 0.0604 0.10
Cl 0.9533 1.9739 0.6362 0.3314 1.2934 0.5159 0.12
H -0.3839 -4.6416 -3.0497 0.1175 0.1583 -0.0860 0.09
H 0.9700 -5.0843 -0.7854 -0.0711 0.1623 0.0532 0.09
C -0.1143 -3.5974 -2.8386 -0.3047 -0.4196 0.0834 -0.04
C 1.0157 -3.9962 -0.6449 0.2032 0.1453 -0.1689 -0.07
N -0.0687 -3.3817 -1.4002 -0.5368 0.1840 0.2878 -0.18
H -0.8686 -2.9292 -3.2667 0.2933 -0.1157 -0.0307 0.09
C -0.9957 -2.6153 -0.8165 0.6999 0.2055 0.4747 -0.32
O -0.8501 -2.0721 0.3120 -1.0873 -1.9498 -1.1214 -0.16
H 0.9082 -3.7410 0.4130 0.0795 -0.0111 -0.2965 0.09
H -1.9186 -2.4849 -1.4099 0.4157 0.1936 0.0604 0.14
H 0.8660 -3.3810 -3.2845 -0.3182 0.0667 0.1696 0.09
H 1.9788 -3.6309 -1.0216 -0.2127 -0.0531 0.2259 0.06
H -4.5818 1.0506 2.6631 0.1392 0.0933 -0.2234 0.10
H -5.9084 -0.6412 1.0644 0.1730 0.0778 -0.2510 0.10
C -4.3064 1.5059 1.6995 -0.0875 0.0020 0.0823 -0.02
C -5.3832 -0.1770 0.2166 0.1685 0.1351 -0.1154 -0.03
N -4.1614 0.4759 0.6744 -0.1207 -0.1049 0.0539 -0.17
H -3.3714 2.0674 1.8076 -0.3117 -0.2324 -0.1028 0.09
C -2.9590 0.0691 0.2757 0.9607 0.9057 0.8968 -0.24
O -1.9108 0.5465 0.7993 -2.6098 -0.6260 -0.3884 -0.19
H -5.1070 -0.9435 -0.5166 -0.2239 0.1577 0.1738 0.09
H -2.9550 -0.6717 -0.5451 0.2487 0.3302 0.3869 0.13
H -5.1197 2.1789 1.4021 0.2180 -0.0861 0.0354 0.09
H -6.0483 0.5626 -0.2508 0.1496 -0.2404 0.0825 0.10
C 2.0210 -0.3999 4.2296 0.3369 -0.3049 0.0067 -0.02
N 0.7869 0.3595 4.1176 -0.1700 0.0749 -0.0749 -0.17
C 0.2073 1.0411 5.2644 -0.3510 0.2459 -0.2431 -0.03
C 0.1707 0.3161 2.9438 1.0807 -1.0391 -0.8328 -0.35
O 0.5654 -0.5249 2.0822 -0.6246 0.8619 2.8589 -0.24
H 2.3539 -0.3660 5.2656 -0.0025 -0.0706 -0.0593 0.08
H 2.8020 0.0415 3.5888 -0.3399 -0.1936 0.1482 0.11
H 1.8581 -1.4410 3.9141 0.1289 0.3487 0.1526 0.10
H 0.1504 2.1254 5.0943 0.1105 -0.2355 0.1318 0.10
H -0.8121 0.6634 5.4290 0.3070 0.1396 0.1853 0.09
H 0.8254 0.8314 6.1381 -0.1952 0.1248 -0.0957 0.08
H -0.6149 1.0487 2.7094 0.0123 -0.3639 0.4060 0.11
```
Positions in Å, forces in eV/Å.

Results
<S²>   6.01
Energy relative to the best compared isomer or geometry (same formula, charge and spin)   0.0 kcal per mole
DFT total energy   -62002.784 eV
Net charge   0
Spin multiplicity   5
Maximum force   3.24 eV Å⁻¹